[1]
Molecular formula: C6H24InOP2
Method: DFT, the ωB97M-V functional and the def2-TZVPD basis

Calculated values
F_max, eV/A: 2.08
Kohn-Sham gap, hartree: 0.2518
Net charge: +1
E_LUMO, eV: -4.07
Electronic energy, eV: -32401.76849
HOMO, eV: -10.921

The geometry in XYZ format:
```
34
Properties=species:S:1:pos:R:3:lowdin_charge:R:1
In -0.62 -0.06 0.01 0.3615
H 3.08 0.56 2.40 0.0198
H 3.10 -0.18 2.30 0.0188
P 0.02 2.61 -0.27 0.6881
P -0.07 -2.63 -0.38 0.6813
C -1.32 -3.52 0.64 -0.2878
H -1.33 -4.59 0.37 0.0536
H -1.08 -3.42 1.71 0.0460
H -2.32 -3.08 0.47 0.0450
C -0.39 -3.25 -2.08 -0.2329
H 0.41 -2.90 -2.75 0.0573
H -0.42 -4.35 -2.07 0.0635
H -1.35 -2.85 -2.44 0.0539
C 1.50 -3.43 0.11 -0.2561
H 1.66 -3.30 1.19 0.0494
H 1.48 -4.51 -0.12 0.0616
H 2.33 -2.96 -0.43 0.0531
C -0.44 3.25 -1.93 -0.2481
H -0.38 4.35 -1.94 0.0584
H 0.24 2.84 -2.69 0.0543
H -1.46 2.94 -2.17 0.0498
C -1.05 3.57 0.85 -0.2847
H -0.71 3.45 1.88 0.0470
H -1.04 4.63 0.58 0.0513
H -2.08 3.20 0.78 0.0471
C 1.66 3.36 -0.01 -0.2597
H 2.41 2.85 -0.64 0.0511
H 1.65 4.42 -0.27 0.0583
H 1.97 3.25 1.04 0.0444
H 0.75 0.00 -1.06 -0.1420
H -1.97 0.01 -1.05 -0.0815
O -1.42 0.23 2.41 -0.0761
H -0.68 -0.09 2.94 0.0727
H -2.13 -0.39 2.60 0.0815
```



[2]
Molecular formula: C6H24N12O6
Method: DFT, the ωB97M-V functional and the def2-TZVPD basis

Calculated values
Relative energy (zero: lowest compared OMol25 entry of this formula, charge and spin), kJ/mol: 204.3
Structure (SMILES): NC(N)=O.NC(N)=O.NC(N)=O.NC(N)=O.NC(N)=O.NC(N)=O
F_max, eV/A: 3.65
Kohn-Sham gap, hartree: 0.3364
Net charge: 0
E_LUMO, eV: -0.01
Electronic energy, eV: -36782.65803
HOMO, eV: -9.168

The geometry in XYZ format:
```
48
Properties=species:S:1:pos:R:3:lowdin_charge:R:1
N -0.47 -2.55 1.85 0.1538
C -0.26 -3.73 1.21 -0.6804
N -0.76 -4.77 1.98 0.1442
O 0.18 -3.83 0.08 0.0352
H -0.49 -2.44 2.85 0.1002
H -0.16 -1.86 1.18 0.0623
H -1.25 -4.51 2.80 0.0898
H -0.66 -5.66 1.52 0.1050
N 4.72 -2.25 -1.65 0.1750
C 3.99 -1.70 -2.63 -0.6487
N 4.71 -1.12 -3.65 0.1568
O 2.78 -1.87 -2.75 -0.0047
H 4.22 -2.71 -0.91 0.1206
H 5.70 -2.03 -1.63 0.1042
H 4.11 -0.72 -4.34 0.1059
H 5.71 -1.15 -3.67 0.0972
N 1.54 0.17 1.87 0.1735
C 1.87 -0.13 3.13 -0.6973
N 1.18 0.58 4.08 0.1333
O 2.42 -1.15 3.53 0.0103
H 1.86 -0.36 1.09 0.1021
H 1.09 1.07 1.81 0.0865
H 1.47 0.47 5.04 0.1022
H 0.74 1.46 3.88 0.0815
N -3.92 0.83 -0.53 0.1486
C -5.14 1.21 -1.01 -0.6865
N -6.09 1.06 -0.04 0.1229
O -5.37 1.64 -2.13 0.0296
H -3.86 0.43 0.38 0.0840
H -3.07 0.91 -1.07 0.0474
H -7.02 1.45 -0.07 0.0949
H -5.97 0.43 0.74 0.0807
N -0.55 4.78 1.56 0.1384
C -0.63 4.54 0.22 -0.6782
N -0.39 3.22 -0.05 0.1548
O -0.73 5.42 -0.62 0.0298
H -0.95 5.67 1.83 0.1110
H -0.37 4.05 2.20 0.0775
H -0.70 2.85 -0.94 0.0879
H -0.52 2.69 0.79 0.0632
N 0.05 0.61 -3.22 0.1738
C -0.32 0.08 -2.03 -0.6493
N 0.56 -0.79 -1.51 0.1785
O -1.28 0.49 -1.36 -0.0337
H 0.86 0.19 -3.63 0.0942
H -0.45 1.37 -3.63 0.1116
H 0.20 -1.20 -0.66 0.0631
H 1.43 -1.14 -1.91 0.0470
```



[3]
Molecular formula: C6H24N12O6
Method: DFT, the ωB97M-V functional and the def2-TZVPD basis

Calculated values
Relative energy (zero: lowest compared OMol25 entry of this formula, charge and spin), kJ/mol: 142.5
Structure (SMILES): NC(N)=O.NC(N)=O.NC(N)=O.NC(N)=O.NC(N)=O.NC(N)=O
F_max, eV/A: 3.14
Kohn-Sham gap, hartree: 0.3365
Net charge: 0
E_LUMO, eV: 0.06
Electronic energy, eV: -36783.29876
HOMO, eV: -9.093

The geometry in XYZ format:
```
48
Properties=species:S:1:pos:R:3:lowdin_charge:R:1
N -4.44 -11.52 30.34 0.1594
C -3.31 -11.60 29.58 -0.6696
N -3.58 -12.14 28.37 0.1571
O -2.19 -11.27 29.96 0.0126
H -4.34 -11.08 31.24 0.1127
H -5.40 -11.72 30.12 0.1074
H -4.26 -12.87 28.33 0.1067
H -2.64 -12.21 27.97 0.1171
N -4.89 -4.44 32.34 0.1533
C -3.79 -3.83 32.86 -0.6987
N -3.67 -2.53 32.51 0.1482
O -2.90 -4.41 33.47 0.0176
H -5.78 -4.00 32.17 0.0960
H -4.88 -5.44 32.35 0.0817
H -4.43 -2.10 32.02 0.0857
H -2.86 -2.01 32.78 0.1051
N -5.40 -2.03 28.68 0.1742
C -4.21 -2.62 28.50 -0.6837
N -3.25 -1.81 27.99 0.1516
O -4.07 -3.85 28.49 0.0002
H -5.40 -1.03 28.65 0.0994
H -6.15 -2.55 29.09 0.1058
H -3.33 -0.82 28.10 0.0928
H -2.29 -2.13 28.07 0.1092
N -0.51 -8.90 28.88 0.1607
C -0.66 -8.23 30.06 -0.7113
N -1.69 -8.67 30.80 0.1347
O 0.04 -7.28 30.40 0.0220
H -1.25 -9.55 28.71 0.0651
H 0.12 -8.58 28.17 0.1051
H -1.92 -9.67 30.76 0.0564
H -1.75 -8.15 31.66 0.1200
N -8.37 -4.99 30.03 0.1451
C -8.27 -4.99 28.68 -0.7038
N -7.05 -5.29 28.20 0.1661
O -9.16 -4.55 27.95 -0.0095
H -7.78 -5.63 30.54 0.0603
H -9.16 -4.62 30.53 0.0969
H -6.80 -5.12 27.25 0.1099
H -6.33 -5.66 28.82 0.0516
N -3.64 -6.28 29.99 0.1970
C -4.81 -6.94 30.05 -0.6444
N -4.72 -8.22 29.53 0.1678
O -5.84 -6.43 30.52 -0.0483
H -3.70 -5.29 30.15 0.0841
H -2.94 -6.82 29.52 0.0903
H -5.39 -8.96 29.64 0.0873
H -3.75 -8.48 29.50 0.0549
```



[4]
Molecular formula: C6H24N12O6
Method: DFT, the ωB97M-V functional and the def2-TZVPD basis

Calculated values
Relative energy (zero: lowest compared OMol25 entry of this formula, charge and spin), kJ/mol: 58.2
Structure (SMILES): NC(N)=O.NC(N)=O.NC(N)=O.NC(N)=O.NC(N)=O.NC(N)=O
F_max, eV/A: 5.89
Kohn-Sham gap, hartree: 0.3482
Net charge: 0
E_LUMO, eV: 0.03
Electronic energy, eV: -36784.17240
HOMO, eV: -9.447

The geometry in XYZ format:
```
48
Properties=species:S:1:pos:R:3:lowdin_charge:R:1
N 0.01 2.81 3.68 0.1821
C 0.90 3.48 2.90 -0.6494
N 1.68 4.49 3.44 0.1329
O 1.08 3.28 1.71 -0.0244
H -0.08 3.00 4.67 0.1101
H -0.57 2.06 3.26 0.0533
H 1.92 4.43 4.43 0.1004
H 2.55 4.53 2.89 0.1097
N -0.98 1.82 0.55 0.1729
C -1.70 0.99 1.31 -0.6761
N -2.57 0.11 0.62 0.1582
O -1.65 0.97 2.51 0.0065
H -0.23 2.35 1.04 0.0543
H -0.96 1.66 -0.46 0.0967
H -2.73 -0.73 1.17 0.0876
H -2.32 -0.14 -0.34 0.0436
N 0.76 -3.63 -0.93 0.1244
C -0.50 -3.69 -0.42 -0.6751
N -0.74 -2.82 0.69 0.1364
O -1.41 -4.40 -0.83 0.0251
H 0.95 -4.41 -1.55 0.1144
H 1.53 -3.21 -0.29 0.1247
H 0.14 -2.46 1.14 0.0635
H -1.48 -3.19 1.26 0.0951
N 1.95 0.58 0.71 0.1726
C 1.83 -0.51 1.54 -0.7156
N 1.55 -0.34 2.77 0.2194
O 2.01 -1.61 1.03 -0.0211
H 2.50 0.34 -0.10 0.1072
H 1.98 1.47 1.12 0.0471
H 1.35 -1.15 3.38 0.1591
H 1.47 0.58 3.19 0.1085
N 1.22 1.21 -2.70 0.1715
C 0.88 -0.07 -2.95 -0.7464
N 0.54 -0.75 -1.83 0.1771
O 0.88 -0.55 -4.04 0.0418
H 1.47 1.72 -3.54 0.1109
H 1.37 1.64 -1.83 0.0680
H 1.04 -0.69 -0.96 0.0457
H 0.27 -1.73 -2.01 0.0756
N -2.01 0.21 -3.49 0.1656
C -2.32 -0.99 -2.97 -0.7316
N -1.80 -2.09 -3.56 0.1680
O -3.09 -1.09 -2.03 0.0236
H -2.42 0.95 -3.03 0.0765
H -1.43 0.42 -4.35 0.1384
H -2.01 -2.88 -2.95 0.0958
H -0.84 -1.99 -3.87 0.0753
```



[5]
Molecular formula: C6H24N2O4
Method: DFT, the ωB97M-V functional and the def2-TZVPD basis

Calculated values
Relative energy (zero: lowest compared OMol25 entry of this formula, charge and spin), kJ/mol: 116.1
Structure (SMILES): CCC[C@H](C)NCN.O.O.O.O
F_max, eV/A: 3.37
Kohn-Sham gap, hartree: 0.3353
Net charge: 0
E_LUMO, eV: 0.33
Electronic energy, eV: -17780.65900
HOMO, eV: -8.793

The geometry in XYZ format:
```
36
Properties=species:S:1:pos:R:3:lowdin_charge:R:1
C 3.49 0.58 0.69 -0.1102
C 2.13 -0.07 0.42 -0.2650
C 1.94 -0.30 -1.07 -0.1842
C 0.49 -0.41 -1.56 -0.4287
C 0.39 -1.26 -2.88 -0.0354
N -0.27 0.80 -1.58 -0.0281
C -1.73 0.75 -1.64 -0.2796
N -2.39 0.44 -0.39 0.0348
H 3.93 0.40 1.66 0.0691
H 4.20 0.26 -0.08 0.0685
H 3.43 1.66 0.53 0.0716
H 1.94 -0.95 1.03 0.1041
H 1.38 0.68 0.69 0.0789
H 2.49 -1.16 -1.44 0.1181
H 2.30 0.59 -1.62 0.1239
H 0.09 -1.16 -0.84 0.0975
H 1.31 -1.05 -3.41 0.0749
H -0.02 -2.24 -2.68 0.0732
H -0.39 -0.79 -3.49 0.0580
H 0.08 1.50 -0.94 0.0969
H -1.99 0.04 -2.43 0.1055
H -1.86 1.73 -2.11 0.1190
H -3.24 -0.10 -0.47 0.0819
H -2.43 1.28 0.16 0.0279
O -1.47 -2.94 0.25 -0.0443
H -1.79 -2.19 -0.26 0.0297
H -2.10 -3.18 0.93 0.0703
O 0.73 0.51 3.86 -0.0716
H 1.11 1.01 3.13 0.0095
H 0.02 0.01 3.42 -0.0010
O -0.63 -0.98 1.68 -0.0993
H -0.58 -1.86 1.24 0.0089
H -1.41 -0.61 1.24 0.0012
O -1.87 2.88 1.02 -0.0480
H -1.29 3.53 1.44 0.0592
H -1.29 2.11 0.95 0.0128
```



[6]
Molecular formula: C6H24NaO6
Method: DFT, the ωB97M-V functional and the def2-TZVPD basis

Calculated values
Relative energy (zero: lowest compared OMol25 entry of this formula, charge and spin), kJ/mol: 1596.0
F_max, eV/A: 10.05
Kohn-Sham gap, hartree: 0.3677
Net charge: +1
E_LUMO, eV: -2.62
Electronic energy, eV: -23292.75513
HOMO, eV: -12.628

The geometry in XYZ format:
```
37
Properties=species:S:1:pos:R:3:lowdin_charge:R:1
Na 20.11 -14.78 1.39 -0.0850
C 18.23 -16.30 1.50 -0.0902
O 18.35 -14.89 1.38 -0.1276
H 19.21 -16.75 1.37 0.0759
H 17.77 -16.52 2.47 0.0992
H 17.65 -16.79 0.71 0.1218
H 17.46 -14.52 1.48 0.1515
C 19.86 -12.79 -0.91 -0.0703
O 20.33 -13.88 -0.18 -0.1909
H 20.62 -12.45 -1.62 0.1036
H 18.96 -13.08 -1.44 0.1055
H 19.68 -11.91 -0.29 0.0725
H 20.60 -14.50 -0.86 0.1048
C 19.87 -12.24 1.95 -0.0723
O 19.53 -13.48 2.54 -0.1814
H 18.97 -11.75 1.58 0.1092
H 20.16 -11.58 2.77 0.1120
H 20.68 -12.34 1.24 0.0810
H 18.80 -13.37 3.16 0.1238
C 19.27 -15.64 3.59 -0.0948
O 20.37 -15.85 2.69 -0.1537
H 18.76 -16.56 3.87 0.1105
H 19.58 -15.21 4.54 0.1157
H 18.64 -14.85 3.18 0.0783
H 20.90 -16.60 2.96 0.1586
C 22.35 -13.99 2.18 -0.0457
O 21.73 -14.45 1.00 -0.2757
H 22.36 -12.91 2.04 0.0969
H 21.88 -14.32 3.11 0.1159
H 23.40 -14.25 2.15 0.1057
H 22.21 -14.17 0.22 0.1339
C 21.76 -16.42 -0.13 -0.0373
O 20.53 -16.25 0.59 -0.1864
H 21.88 -17.34 -0.70 0.1153
H 21.98 -15.62 -0.83 0.0933
H 22.54 -16.32 0.62 0.1152
H 19.96 -17.00 0.40 0.1111
```